ORCA calculation (wB97M-V/def2-TZVPD) on a structure of composition C13H31N2Na2O7.

```
! wB97M-V def2-TZVPD RIJCOSX def2/J DEFGRID3
* xyz 1 1
Na 2.07 3.41 1.18
Na 3.29 0.10 1.01
O 0.66 0.81 -2.28
C 1.53 1.19 -1.45
O 1.30 2.14 -0.78
O 2.59 0.53 -1.32
H 0.34 1.68 -2.06
C 0.39 -2.49 -0.93
O -0.17 -2.61 0.33
C -0.50 -4.01 0.58
C 0.84 -4.75 0.85
N 1.51 -4.34 2.11
C 2.92 -4.07 1.90
C 3.74 -5.20 1.29
O 3.76 -4.96 -0.09
C 4.48 -6.01 -0.75
H 1.30 -3.05 -1.15
H 0.68 -1.44 -0.96
H -0.46 -2.61 -1.60
H -1.03 -4.58 -0.18
H -1.08 -3.96 1.50
H 1.46 -4.74 -0.05
H 0.77 -5.83 0.93
H 1.45 -5.25 2.56
H 3.25 -3.87 2.91
H 2.89 -3.13 1.34
H 3.19 -6.14 1.38
H 4.71 -5.32 1.76
H 5.07 -5.56 -1.55
H 3.69 -6.44 -1.36
H 4.99 -6.84 -0.26
C -2.38 7.62 -1.48
O -1.21 6.98 -0.88
C -1.15 5.57 -1.13
C -2.36 4.81 -0.52
N -2.44 4.61 1.01
C -3.40 3.68 1.50
C -3.55 2.34 0.67
O -2.28 1.76 0.55
C -2.17 0.56 -0.24
H -2.32 7.44 -2.55
H -2.28 8.65 -1.14
H -3.23 7.10 -1.04
H -0.38 5.11 -0.53
H -0.98 5.47 -2.20
H -2.16 3.92 -1.13
H -3.37 5.08 -0.83
H -1.51 4.47 1.38
H -4.42 4.09 1.50
H -3.23 3.54 2.57
H -4.13 2.26 -0.25
H -4.12 1.66 1.31
H -2.46 0.75 -1.27
H -2.90 -0.21 0.03
H -1.18 0.10 -0.17
*
```

Properties
- HOMO level (eV) = -10.79
- HOMO-LUMO gap (eV) = 5.5
- ΔE to the lowest compared entry with this formula, charge and spin (kcal/mol) = 84.8

***

ORCA calculation (wB97M-V/def2-TZVPD) on a cluster of 2 separate species, C4H8N2O in total.

```
! wB97M-V def2-TZVPD RIJCOSX def2/J DEFGRID3
* xyz 0 1
C 2.50 0.12 -0.12
C -0.98 0.85 -0.56
C -2.24 0.52 0.09
C -0.94 -0.17 0.63
N 1.94 -1.01 -0.34
N -0.75 -1.44 0.29
O 2.15 1.10 0.52
H 3.52 0.20 -0.61
H -0.76 0.41 -1.52
H -0.46 1.77 -0.34
H -2.69 1.21 0.79
H -2.92 -0.15 -0.42
H -0.56 0.25 1.56
H 2.39 -1.70 -0.93
H -0.20 -1.96 0.96
*
```

Properties
- HOMO level (spin up / spin down) (eV) = -9.71 / -7.98
- HOMO-LUMO gap (spin up / spin down) (eV) = 9.1 / 5.3
- ΔE to the lowest compared entry with this formula, charge and spin (kcal/mol) = 141.5

***

ORCA calculation (wB97M-V/def2-TZVPD) on a cluster of 2 separate species, C11H14N2O in total.

```
! wB97M-V def2-TZVPD RIJCOSX def2/J DEFGRID3
* xyz 0 1
C -0.93 1.57 3.39
C -0.24 1.79 2.04
C 0.91 0.95 1.82
C 1.51 1.03 0.53
C 1.07 1.91 -0.47
O 1.68 1.97 -1.66
C -0.24 2.63 -0.27
C -0.82 2.50 1.00
H -1.63 2.35 3.59
H -0.23 1.58 4.26
H -1.38 0.57 3.57
H 1.12 0.16 2.48
H 2.28 0.39 0.23
H 1.47 2.82 -2.01
H -0.58 3.36 -0.95
H -1.79 2.94 1.13
C 0.69 -4.03 -2.00
C -0.02 -2.87 -1.63
C -0.18 -1.55 -2.30
N -0.80 -0.72 -1.45
C -1.22 -1.39 -0.37
N -0.86 -2.76 -0.46
H 1.74 -3.87 -2.29
H 0.22 -4.66 -2.71
H 0.59 -4.58 -1.07
H 0.28 -1.30 -3.30
H -0.94 0.24 -1.55
H -1.72 -1.04 0.47
*
```

Properties
- HOMO level (eV) = -7.85
- HOMO-LUMO gap (eV) = 8.4
- ΔE to the lowest compared entry with this formula, charge and spin (kcal/mol) = 71.7